Entry 1:
51
Properties=species:S:1:pos:R:3 method="wB97M-V/def2-TZVPD" e_above_lowest_kj_mol=23.8 total_energy_ev=-179207.8373 lumo_energy_ha="-0.28495 / -0.28492" charge=+2 max_force_ev_per_a=1.396 homo_energy_ev="-13.02 / -13.02"
W 0.539 -1.561 0.204
C -0.055 -2.181 4.075
S 1.203 -2.149 2.785
C 0.917 -3.533 1.828
C -0.256 -3.638 1.113
S -1.419 -2.363 1.170
S -0.507 -5.141 0.261
C 1.003 -5.896 0.713
S 1.442 -7.344 0.162
S 1.964 -4.947 1.826
H 0.193 -1.345 4.726
H 0.039 -3.120 4.616
H -1.058 -2.052 3.673
N -1.739 6.527 1.759
C -1.631 5.313 1.174
C -2.088 4.159 1.838
C -1.985 2.923 1.248
C -1.400 2.818 -0.017
C -0.943 3.950 -0.698
C -1.054 5.184 -0.104
S -1.301 1.275 -0.777
O -0.801 1.419 -2.112
O -2.443 0.450 -0.512
N -0.091 0.451 0.090
C 1.173 0.928 0.312
S 1.999 2.390 0.188
C 3.463 1.577 0.670
C 3.261 0.271 0.888
N 1.937 -0.108 0.680
H -2.235 6.638 2.623
H -1.506 7.361 1.252
H -2.549 4.254 2.813
H -2.371 2.045 1.747
H -0.526 3.855 -1.690
H -0.717 6.067 -0.631
H 4.377 2.134 0.784
H 3.995 -0.447 1.216
N 2.915 -3.505 -0.908
C 2.077 -2.817 -0.519
H 3.638 -4.132 -1.223
Br -3.619 -2.133 -3.907
C -1.838 -1.732 -3.503
C -0.954 -1.311 -4.499
C 0.344 -1.020 -4.134
C 0.719 -1.164 -2.819
N -0.125 -1.571 -1.860
C -1.410 -1.841 -2.202
H -1.291 -1.213 -5.521
H 1.069 -0.675 -4.858
H 1.733 -0.927 -2.526
H -2.089 -2.126 -1.416

---

Entry 2:
24
Properties=species:S:1:pos:R:3 method="wB97M-V/def2-TZVPD" e_above_lowest_kj_mol=293.6 total_energy_ev=-12406.4090 lumo_energy_ha=0.02865 charge=0 max_force_ev_per_a=1.325 homo_energy_ev=-9.39 smiles="C=C[C@@H](N)CN.C=NN=C"
C 4.266 -1.240 -0.182
C 2.447 1.234 -0.003
C -2.341 1.097 0.278
C -2.883 -0.213 -0.313
C -1.878 -1.313 -0.512
C -0.712 -1.419 0.122
H 4.947 -1.805 -0.793
H 3.491 -1.754 0.409
H 2.713 1.528 -1.012
H 1.516 1.612 0.411
H -0.525 1.282 -0.621
H -1.233 2.711 -0.224
H -3.214 1.726 0.471
H -1.918 0.874 1.263
H -3.314 0.022 -1.301
H -3.659 -0.919 1.418
H -4.730 -0.064 0.535
H -2.200 -2.112 -1.183
H -0.406 -0.625 0.803
H -0.001 -2.229 -0.017
N 4.341 0.024 -0.062
N 3.222 0.503 0.705
N -1.406 1.785 -0.606
N -3.994 -0.758 0.463

---

Entry 3:
100
Properties=species:S:1:pos:R:3 method="wB97M-V/def2-TZVPD" total_energy_ev=-86093.7670 lumo_energy_ha=0.00232 charge=0 max_force_ev_per_a=6.460 homo_energy_ev=-7.66
C 0.293 3.039 8.109
S -0.626 1.453 7.613
O -0.565 1.476 6.084
C 0.569 0.264 8.279
H 1.125 3.283 7.448
H 0.708 3.033 9.117
H -0.392 3.886 8.069
H 0.283 -0.749 7.998
H 0.701 0.266 9.361
H 1.583 0.460 7.931
C -2.332 -7.241 -0.819
S -1.256 -6.217 -1.909
O -2.099 -5.116 -2.482
C -0.954 -7.432 -3.294
H -2.865 -6.563 -0.152
H -1.914 -7.961 -0.115
H -3.139 -7.735 -1.360
H -0.375 -6.987 -4.104
H -1.924 -7.694 -3.716
H -0.386 -8.288 -2.930
C 5.566 2.370 6.123
S 5.863 1.218 4.694
O 7.260 1.500 4.104
C 4.640 2.035 3.600
H 4.717 1.976 6.681
H 5.314 3.365 5.756
H 6.306 2.474 6.916
H 3.641 2.052 4.034
H 4.635 1.507 2.646
H 4.996 3.059 3.483
C -2.034 -3.406 -7.446
C -1.772 -1.941 -7.510
N -1.536 -0.779 -7.536
H -2.756 -3.741 -6.701
H -1.057 -3.879 -7.353
H -2.322 -3.793 -8.424
C 2.284 3.617 -5.801
C 1.917 4.835 -6.619
N 1.654 5.714 -7.244
H 2.236 2.810 -6.532
H 1.561 3.662 -4.986
H 3.301 3.701 -5.418
C -3.781 5.926 -7.563
C -3.840 5.464 -6.169
N -3.796 5.059 -5.127
H -3.059 6.736 -7.667
H -4.833 6.109 -7.784
H -3.479 5.080 -8.180
C -5.322 -0.710 -3.628
C -6.000 -0.741 -4.919
N -6.468 -0.799 -5.991
H -4.754 0.214 -3.523
H -4.712 -1.609 -3.531
H -6.095 -0.649 -2.861
C 4.533 -4.943 -6.101
C 3.374 -4.209 -5.639
N 2.510 -3.612 -5.208
H 4.364 -5.846 -6.688
H 5.051 -5.161 -5.168
H 5.241 -4.266 -6.579
N 0.229 8.450 4.373
C -1.017 7.939 3.932
C -0.869 6.645 3.758
C 0.514 6.325 3.908
C 1.210 7.438 4.365
H 0.525 9.402 4.535
H -1.839 8.637 3.857
H -1.613 5.982 3.340
H 0.969 5.380 3.647
H 2.203 7.663 4.727
N 4.677 -5.919 0.892
C 5.794 -5.155 1.064
C 5.468 -4.272 2.091
C 4.132 -4.507 2.504
C 3.644 -5.551 1.659
H 4.604 -6.751 0.323
H 6.716 -5.381 0.549
H 6.143 -3.577 2.568
H 3.514 -4.077 3.278
H 2.663 -5.992 1.561
N -0.320 -0.366 -1.312
C -0.797 0.757 -1.965
C -0.576 1.822 -1.071
C -0.177 1.385 0.193
C 0.146 -0.025 -0.091
H -0.123 -1.269 -1.720
H -1.112 0.735 -2.997
H -0.778 2.873 -1.218
H 0.023 1.942 1.097
H 0.737 -0.714 0.494
N -4.360 -0.294 2.520
C -5.093 0.402 3.402
C -6.355 -0.166 3.431
C -6.383 -1.231 2.594
C -5.123 -1.387 2.126
H -3.365 -0.246 2.355
H -4.705 1.214 3.999
H -7.141 0.322 3.989
H -7.275 -1.808 2.399
H -4.677 -2.201 1.575